1.
A molecular structure, C18H16FN2O2RhSTe at a distorted geometry. Source: the Open Molecules 2025 dataset; level of theory: ωB97M-V/def2-TZVPD.

```
! RIJCOSX wB97M-V def2-TZVPD def2/J DEFGRID3
* xyz -2 1
Rh -0.0531 0.2983 0.0327
N 0.9462 -1.4326 1.3489
C 0.1751 -1.9316 2.4926
C -1.2885 -1.3163 2.6033
O -1.9627 -1.7732 3.5294
O -1.6088 -0.4508 1.7762
H 1.1616 -2.1879 0.7035
H 1.8363 -1.0395 1.6498
H 0.6786 -1.6965 3.4371
H 0.0458 -3.0200 2.4505
S -2.9904 1.9199 -2.9839
C -2.2955 3.3026 -2.1801
C -1.3626 2.9384 -1.2409
C -1.1639 1.5576 -1.1173
C -1.9794 0.8450 -2.0083
C -1.9872 -0.5453 -2.1023
C -2.7993 -1.3029 -2.9743
C -2.7247 -2.6646 -2.9831
C -1.8050 -3.2940 -2.0989
C -1.0423 -2.4989 -1.2735
N -1.0909 -1.1753 -1.2388
H -2.6301 4.2892 -2.4480
H -0.8343 3.6806 -0.6599
H -3.4778 -0.7588 -3.6199
H -3.3485 -3.2646 -3.6386
H -1.7126 -4.3719 -2.0674
H -0.3321 -2.9781 -0.6015
Te 1.0149 2.1771 1.2333
F 6.7360 -0.0680 1.0553
C 5.5277 -0.0714 0.3770
C 5.0385 1.1123 -0.1620
C 3.8302 1.1103 -0.8090
C 3.0586 -0.0759 -0.9657
C 1.7878 -0.0591 -1.5856
C 3.6252 -1.2607 -0.4215
C 4.8251 -1.2602 0.2484
H 5.6154 2.0200 -0.0589
H 3.4353 2.0356 -1.2068
H 1.4330 -1.0043 -1.9902
H 1.5994 0.7889 -2.2374
H 3.0957 -2.1984 -0.5526
H 5.2272 -2.1688 0.6780
*
```

The calculation puts the total energy at -49854.738 eV. The gap between HOMO and LUMO comes out at 3.71 eV. The energy above the lowest of the compared OMol25 structures with the same formula, charge and spin is 14.78 kcal/mol. For the HOMO energy, the calculation gives 0.579 eV. The LUMO energy comes out at 4.285 eV.

***

2.
A molecular structure, C12H15AgAsN6PS4. Source: the Open Molecules 2025 dataset; level of theory: ωB97M-V/def2-TZVPD.

```
! RIJCOSX wB97M-V def2-TZVPD def2/J DEFGRID3
* xyz -2 1
Ag -2.5903 -1.4370 -0.0335
C 3.8850 1.0156 0.1126
N 3.5751 -0.4008 0.0542
C 4.4945 -1.4107 0.0596
C 3.7693 -2.5697 -0.0020
N 2.4345 -2.2922 -0.0378
C 2.3300 -0.9807 -0.0094
P 0.8563 0.1133 -0.0278
C -0.1221 -0.4895 1.3760
N -0.5884 -1.7146 1.5576
C -1.3483 -1.6477 2.6930
C -1.3163 -0.3825 3.2074
N -0.4991 0.3385 2.3914
C -0.3502 1.7832 2.4630
C -0.0832 -0.4989 -1.4578
N -0.5477 -1.7210 -1.6599
C -1.2494 -1.6590 -2.8298
C -1.1854 -0.3978 -3.3498
N -0.4194 0.3304 -2.4880
C -0.2711 1.7755 -2.5504
H 4.9673 1.1275 0.1476
H 3.4495 1.4747 0.9987
H 3.5001 1.5351 -0.7633
H 5.5524 -1.2141 0.1052
H 4.1388 -3.5825 -0.0175
H -1.8972 -2.4998 3.0582
H -1.8382 0.0725 4.0305
H -0.5313 2.0881 3.4923
H -1.0987 2.2363 1.8071
H 0.6606 2.0675 2.1736
H -1.7778 -2.5136 -3.2191
H -1.6481 0.0516 -4.2105
H -0.3835 2.0801 -3.5900
H 0.7174 2.0625 -2.1964
H -1.0552 2.2319 -1.9412
S -5.3200 1.6645 2.1347
As -4.7860 1.0754 0.1519
S -5.0166 -1.1143 -0.1004
S -2.5881 1.3168 -0.1135
S -5.8191 2.0855 -1.4162
*
```

The calculation puts the total energy at -139097.881 eV. The gap between HOMO and LUMO comes out at 4.14 eV. The energy above the lowest of the compared OMol25 structures with the same formula, charge and spin is 16.39 kcal/mol. For the HOMO energy, the calculation gives -0.238 eV. The LUMO energy comes out at 3.900 eV.

***

3.
A molecular structure, C37H43FeO2Si at a distorted geometry. Source: the Open Molecules 2025 dataset; level of theory: ωB97M-V/def2-TZVPD.

```
! RIJCOSX wB97M-V def2-TZVPD def2/J DEFGRID3
* xyz 0 6
O -0.8850 -0.2472 -4.2328
C -1.1976 1.1063 -4.7558
C -1.5121 0.6094 -6.1569
H -0.3093 1.7558 -4.7150
H -2.0383 1.5778 -4.2072
C -1.1346 -0.7596 -5.5759
H -0.8023 0.9463 -6.9166
H -2.5501 0.6829 -6.4842
C 0.0556 -1.2906 -6.3442
H 0.7678 -0.5051 -6.6201
H -0.3308 -1.7008 -7.2824
H 0.5934 -2.0939 -5.8283
C -2.2603 -1.7599 -5.5604
H -3.1676 -1.3474 -5.1020
H -1.9419 -2.6696 -5.0479
H -2.4984 -2.0164 -6.5985
Fe -0.4568 -1.1018 -0.0677
C -2.6522 -1.3090 0.8234
C -2.3339 0.0550 0.5909
C -1.9863 0.2151 -0.7935
H -2.4572 0.8615 1.3053
C -2.1773 -1.0628 -1.4270
C -2.5052 -2.0044 -0.4067
H -2.7271 -3.0558 -0.5722
H -2.9672 -1.7265 1.7803
H -1.6696 1.1281 -1.2894
H -2.1729 -1.2446 -2.4900
C 1.0547 -2.9235 2.0291
C 0.0184 -3.1878 1.1012
C 0.5684 -3.0129 -0.2368
H -0.9259 -3.6644 1.3523
C 1.9406 -2.5688 -0.0689
C 2.2058 -2.5043 1.3201
H 3.1426 -2.2180 1.7968
H 1.0599 -3.1607 3.0916
H 0.1383 -3.3988 -1.1617
H 2.6696 -2.4783 -0.8815
O 2.1269 -0.2014 -4.3489
C 1.8051 -0.7548 -3.0382
C 1.0945 0.3263 -2.1897
H 2.7611 -1.0965 -2.5607
H 1.1631 -1.6392 -3.1853
C 1.5475 1.6381 -2.8558
H 1.3152 0.2886 -1.0989
H 0.0235 0.1976 -2.4267
C 2.3352 1.2169 -4.1283
H 2.2453 2.1514 -2.1860
H 0.6798 2.2825 -3.0643
H 3.4133 1.3396 -3.8990
H 2.1522 1.8074 -5.0418
C -0.6090 5.1088 2.6026
C -0.9326 4.4269 1.4235
C -0.8036 3.0367 1.3437
C -0.3799 2.3171 2.4774
C -0.0903 3.0016 3.6706
C -0.1825 4.3934 3.7228
Si -0.0391 0.4698 2.5838
C 1.7625 0.4245 3.0609
C 2.7309 0.9012 2.1559
C 4.0880 0.8365 2.4827
C 4.4857 0.3175 3.7217
C 3.5212 -0.0915 4.6453
C 2.1600 -0.0193 4.3284
C -1.0563 -0.2437 3.9914
C -0.7965 -1.5048 4.5616
C -1.6451 -2.0666 5.5190
C -2.7046 -1.3215 6.0308
C -2.9540 -0.0516 5.5216
C -2.1625 0.4763 4.4929
H -0.6917 6.1965 2.6502
H -1.2895 4.9829 0.5571
H -1.0257 2.5158 0.4045
H 0.2266 2.4498 4.5632
H 0.0845 4.9007 4.6481
H 2.4180 1.3258 1.1986
H 4.8361 1.2028 1.7785
H 5.5456 0.2421 3.9682
H 3.8147 -0.4718 5.6232
H 1.4140 -0.3173 5.0675
H 0.0609 -2.0836 4.2212
H -1.4512 -3.0779 5.8756
H -3.3575 -1.7485 6.7900
H -3.7669 0.5491 5.9245
H -2.4282 1.4404 4.0494
*
```

The calculation puts the total energy at -85421.597 eV. The gap between HOMO and LUMO (alpha / beta) comes out at 7.03 / 6.72 eV. The energy above the lowest of the compared OMol25 structures with the same formula, charge and spin is 18.49 kcal/mol. For the HOMO energy (alpha / beta), the calculation gives -6.439 / -7.779 eV. The LUMO energy (alpha / beta) comes out at 0.592 / -1.058 eV.

***

4.
3 unconnected molecules or ions with the total composition C18H37N2O7. Source: the Open Molecules 2025 dataset; level of theory: ωB97M-V/def2-TZVPD.

```
! RIJCOSX wB97M-V def2-TZVPD def2/J DEFGRID3
* xyz 1 1
O -2.4029 -2.7103 -1.6913
C -2.6906 -1.4169 -1.2310
C -1.4544 -0.7100 -0.6217
C -1.6052 0.7747 -0.6548
C -1.6480 1.5401 0.4878
C -1.8154 2.9124 0.3646
N -1.9246 3.4372 -0.8508
N -1.8834 2.7661 -1.9805
C -1.7299 1.4682 -1.8851
H -1.7014 -2.6908 -2.3510
H -3.4356 -1.5475 -0.4442
H -3.1521 -0.8057 -2.0193
H -0.5515 -1.0126 -1.1604
H -1.3680 -1.0166 0.4225
H -1.5607 1.0953 1.4713
H -1.8598 3.5981 1.2010
H -2.0374 4.4384 -0.9745
H -1.6830 0.9435 -2.8328
C 1.2590 -3.6226 4.7415
O -0.1423 -3.7605 4.6884
C -0.8150 -2.5585 4.9898
C -2.2753 -2.6618 4.6159
O -2.5176 -2.5424 3.2186
C -2.3302 -3.7274 2.4521
C -3.4576 -4.7285 2.5584
O -3.3440 -5.4702 3.7525
C -4.5090 -6.2142 4.0357
H 1.5953 -3.3141 5.7379
H 1.6911 -4.5930 4.5089
H 1.6135 -2.8861 4.0100
H -0.3557 -1.7211 4.4441
H -0.7412 -2.3421 6.0652
H -2.7992 -1.8217 5.0765
H -2.6968 -3.5905 5.0044
H -1.3767 -4.2037 2.6891
H -2.2994 -3.3835 1.4140
H -3.4117 -5.4024 1.6909
H -4.4193 -4.1978 2.5279
H -5.3765 -5.5576 4.1672
H -4.3299 -6.7593 4.9594
H -4.7299 -6.9310 3.2369
C 6.8751 3.6206 -2.8697
O 5.5414 3.7008 -3.3255
C 5.2361 2.6929 -4.2675
C 3.7428 2.6106 -4.4766
O 3.0563 1.9482 -3.4181
C 2.7946 2.7233 -2.2664
C 1.5501 3.5745 -2.3945
O 1.7993 4.7449 -3.1325
C 0.6194 5.3789 -3.5585
H 7.5871 3.7304 -3.6949
H 7.0274 4.4333 -2.1631
H 7.0659 2.6653 -2.3683
H 5.6093 1.7209 -3.9197
H 5.7155 2.9170 -5.2305
H 3.5584 2.0034 -5.3638
H 3.3316 3.6087 -4.6443
H 3.6494 3.3446 -1.9909
H 2.6183 2.0008 -1.4641
H 1.2014 3.8464 -1.3808
H 0.7650 2.9797 -2.8850
H 0.0227 4.7249 -4.2047
H 0.9045 6.2688 -4.1137
H 0.0007 5.6874 -2.7019
*
```

The calculation puts the total energy at -36567.918 eV. The gap between HOMO and LUMO comes out at 6.33 eV. The energy above the lowest of the compared OMol25 structures with the same formula, charge and spin is 6.56 kcal/mol. For the HOMO energy, the calculation gives -11.286 eV. The LUMO energy comes out at -4.961 eV.